The following is a quantum chemistry calculation of a molecular structure, C22H21N4O5W, from the OMol25 dataset.

Cartesian coordinates (Å):
W (0.3610, 0.5636, -0.9127)
O (1.9596, -0.3615, -0.8712)
C (2.2986, -1.7029, -0.9125)
C (3.6194, -2.0285, -0.7532)
C (3.9810, -3.3789, -0.7492)
C (3.0343, -4.3930, -0.8906)
C (1.7075, -4.0658, -1.0582)
C (1.3057, -2.7119, -1.0906)
C (-0.0375, -2.3940, -1.3481)
N (-0.3338, -1.1316, -1.5700)
N (-1.5085, -0.4023, -1.4180)
C (-1.5751, 0.5382, -2.4921)
O (-0.4027, 1.1900, -2.5584)
C (-2.6875, 0.8452, -3.2326)
C (-2.6296, 1.8954, -4.2016)
C (-3.7338, 2.1569, -4.9629)
C (-4.8988, 1.3980, -4.7734)
C (-4.9759, 0.3700, -3.8232)
C (-3.8846, 0.0858, -3.0503)
H (4.3612, -1.2511, -0.6277)
H (5.0246, -3.6380, -0.6220)
H (3.3441, -5.4287, -0.8773)
H (0.9607, -4.8388, -1.1932)
H (-0.8168, -3.1489, -1.4213)
H (-1.7171, 2.4622, -4.3308)
H (-3.7158, 2.9404, -5.7075)
H (-5.7688, 1.6150, -5.3819)
H (-5.8939, -0.1886, -3.7065)
H (-3.9176, -0.6966, -2.3040)
C (2.6558, -0.3049, 3.0027)
C (1.3257, 0.0423, 3.6618)
C (0.5682, 1.1744, 2.9484)
C (-0.7193, 1.6496, 3.7374)
C (-1.7262, 0.5412, 3.9986)
C (1.4891, 2.4283, 2.8449)
O (1.9890, 2.9341, 3.7807)
N (1.8471, 2.9279, 1.4955)
C (1.1922, 2.4985, 0.4499)
O (1.5284, 2.3790, -0.7743)
N (0.0028, 1.7987, 0.6514)
C (0.1115, 0.8089, 1.6015)
O (-0.0961, -0.2995, 1.0266)
H (3.1239, -1.1381, 3.5234)
H (3.3618, 0.5268, 3.0436)
H (2.5286, -0.6093, 1.9578)
H (1.4823, 0.3625, 4.6922)
H (0.6710, -0.8288, 3.6928)
H (-1.1799, 2.4792, 3.1948)
H (-0.3226, 2.0563, 4.6690)
H (-2.0968, 0.0825, 3.0782)
H (-2.5861, 0.9657, 4.5144)
H (-1.3201, -0.2399, 4.6382)
H (2.7095, 3.4650, 1.4115)

E_LUMO: -12.01 eV
Total charge: +3
Orbital gap: 0.2427 Eh